Entry from the Open Molecules 2025 dataset: a molecular structure, C35H55F19N14O19S9 in a non-equilibrium geometry (the ωB97M-V functional and the def2-TZVPD basis).

Geometry as XYZ:
```
151
Properties=species:S:1:pos:R:3:mulliken_charge:R:1
C 16.203 8.171 22.851 -1.095
C 15.922 7.115 21.767 -0.544
N 15.294 7.705 20.575 0.234
C 14.111 8.440 20.505 -1.024
C 13.945 8.887 19.223 -0.791
N 15.108 8.406 18.575 0.236
C 15.839 7.731 19.390 0.007
C 15.410 8.735 17.167 -0.612
H 16.849 8.899 22.389 0.324
H 16.735 7.731 23.701 0.357
H 15.358 8.728 23.217 0.361
H 15.231 6.309 22.088 0.341
H 16.836 6.550 21.525 0.347
H 13.446 8.467 21.334 0.708
H 13.127 9.332 18.673 1.131
H 16.634 7.060 19.071 0.406
H 15.832 9.684 17.186 0.030
H 14.553 8.639 16.499 0.352
H 16.157 7.985 16.808 0.342
C 21.608 14.655 10.380 -1.284
C 20.171 15.250 10.270 -0.262
N 19.395 15.280 11.614 0.386
C 19.446 14.310 12.534 -1.035
C 18.678 14.807 13.618 -1.126
N 18.167 15.990 13.206 0.871
C 18.548 16.256 11.944 -0.346
C 17.320 16.960 13.979 0.332
H 22.122 14.950 9.501 0.420
H 21.404 13.579 10.452 0.367
H 22.171 14.996 11.272 0.284
H 19.452 14.695 9.687 0.223
H 20.250 16.294 9.996 0.367
H 20.063 13.419 12.472 0.538
H 18.650 14.453 14.611 1.264
H 18.506 17.223 11.347 0.452
H 16.292 16.506 14.031 -0.237
H 17.290 17.900 13.424 0.468
H 17.674 17.100 15.021 -0.497
C 11.751 19.320 8.423 -0.809
C 10.872 18.111 8.636 -0.272
N 11.346 16.917 7.854 0.285
C 11.588 16.768 6.509 -0.352
C 11.793 15.474 6.292 -0.731
N 11.758 14.804 7.549 0.282
C 11.532 15.741 8.481 0.015
C 12.070 13.409 7.742 -0.771
H 12.729 19.264 8.897 0.054
H 11.252 20.227 8.917 0.347
H 11.881 19.612 7.320 0.297
H 9.880 18.297 8.301 0.327
H 10.940 17.816 9.664 0.195
H 11.558 17.640 5.917 0.457
H 12.099 14.877 5.479 0.500
H 11.310 15.496 9.560 0.221
H 11.545 12.850 6.961 0.369
H 11.763 13.012 8.727 0.241
H 13.160 13.280 7.568 0.291
C 21.761 18.506 15.626 -0.852
C 23.022 18.303 16.436 -0.470
N 22.895 17.317 17.463 0.176
C 23.817 16.251 17.662 -0.362
C 23.386 15.604 18.828 -0.299
N 22.236 16.234 19.220 0.173
C 21.977 17.287 18.436 -0.525
C 21.381 15.819 20.292 -0.460
H 21.095 19.241 16.056 0.279
H 21.202 17.568 15.584 0.117
H 22.025 18.969 14.683 0.471
H 23.395 19.200 17.012 0.290
H 23.819 18.026 15.781 0.368
H 24.464 15.935 16.818 0.335
H 23.650 14.641 19.172 0.423
H 21.147 17.971 18.515 0.665
H 21.878 14.871 20.743 0.260
H 20.390 15.547 19.951 0.061
H 21.349 16.676 20.974 0.335
C 17.694 14.314 18.652 -1.019
C 16.315 13.712 18.548 -0.367
N 15.804 13.688 17.200 1.042
C 15.938 14.671 16.255 -0.625
C 15.472 14.224 15.067 0.220
N 15.051 12.914 15.266 0.614
C 15.320 12.600 16.553 -0.777
C 14.671 11.950 14.174 -0.764
H 18.406 13.881 17.978 0.025
H 18.065 14.224 19.696 0.471
H 17.715 15.371 18.570 0.328
H 15.643 14.305 19.141 0.138
H 16.362 12.741 19.004 0.405
H 16.315 15.618 16.632 0.467
H 15.342 14.804 14.123 -0.202
H 15.041 11.692 17.088 0.265
H 14.965 12.418 13.254 0.118
H 13.555 11.820 14.320 0.333
H 15.048 10.916 14.274 0.287
N 20.312 10.377 16.785 -0.634
S 20.651 11.863 16.672 1.000
O 19.641 12.713 16.138 -0.398
O 21.968 12.063 16.176 -0.616
F 20.562 12.283 18.250 -0.313
S 19.108 9.730 17.586 1.171
O 18.864 8.262 17.336 -0.649
O 17.970 10.609 17.634 -0.365
F 19.751 9.824 19.068 -0.288
N 12.541 14.228 12.254 -0.180
S 11.455 13.093 11.923 1.052
O 10.543 13.308 10.844 -0.624
O 10.986 12.542 13.119 -0.577
F 12.530 12.007 11.331 -0.305
S 12.649 15.786 12.440 0.746
O 12.305 16.612 11.356 -0.504
O 13.844 15.944 13.049 -0.519
F 11.564 16.111 13.508 -0.323
C 16.904 18.585 18.025 0.467
F 16.448 19.497 18.893 -0.223
F 16.202 17.430 18.275 -0.240
F 16.533 18.912 16.756 -0.224
S 18.742 18.145 18.147 0.788
O 18.980 17.328 16.921 -0.299
O 19.355 19.450 18.022 -0.705
O 18.930 17.417 19.384 -0.557
C 9.070 10.797 20.875 0.612
F 8.449 9.779 21.396 -0.192
F 8.932 10.677 19.506 -0.244
F 8.640 11.996 21.197 -0.206
S 10.879 10.606 21.292 1.104
O 10.945 10.704 22.708 -0.667
O 11.222 9.324 20.753 -0.648
N 11.505 11.805 20.490 -0.502
S 12.356 11.834 19.121 1.118
O 13.782 11.998 19.390 -0.506
O 12.023 10.980 17.996 -0.711
C 11.859 13.571 18.598 0.403
F 12.582 14.524 19.299 -0.267
F 12.155 13.840 17.265 -0.154
F 10.592 13.876 18.834 -0.193
C 15.950 13.705 9.834 0.561
F 14.798 13.374 10.468 -0.127
F 16.824 13.956 10.888 -0.192
F 16.374 12.666 9.206 -0.200
S 15.976 15.192 8.678 0.747
O 17.217 15.086 7.980 -0.689
O 14.719 15.062 7.868 -0.469
N 16.011 16.334 9.666 -0.064
S 16.198 17.871 9.360 0.813
O 17.604 18.171 9.442 -0.699
O 15.469 18.398 8.227 -0.633
C 15.308 18.532 10.853 0.701
F 15.755 17.898 11.911 -0.209
F 15.569 19.792 11.121 -0.252
F 14.037 18.288 10.678 -0.099
```

E_HOMO: -9.39 eV
Kohn-Sham gap: 9.231 eV
2S+1: 1
largest force on an atom: 7.1 eV/Å
charge: 0